The following is a DFT calculation (the ωB97M-V functional and the def2-TZVPD basis) of C2H6O6S3 in the gas phase.

Values from the calculation:
Multiplicity: 3
Molar mass (g mol⁻¹): 222.3
Largest force on an atom (eV Å⁻¹): 4.70
Energy (eV): -46955.3350

Geometry as XYZ:
```
17
Properties=species:S:1:pos:R:3:nbo_charge:R:1
C 1.53 -2.66 -0.07 -0.86
C -0.62 2.85 -0.67 -0.89
O -1.01 -2.26 -1.04 -0.85
O -0.74 -2.54 1.34 -0.86
O -2.43 1.14 0.31 -0.86
O -1.07 2.41 1.92 -0.83
O 0.58 0.32 -1.04 -0.86
O 1.17 0.13 1.34 -0.83
S -0.19 -2.10 0.11 1.89
S -1.19 1.74 0.64 1.86
S 0.16 0.04 0.32 1.47
H 1.37 -3.76 -0.18 0.26
H 2.05 -2.37 -0.99 0.27
H 2.08 -2.33 0.85 0.28
H -0.03 3.75 -0.28 0.28
H -0.27 2.21 -1.52 0.29
H -1.40 3.43 -1.03 0.25
```